ORCA calculation (wB97M-V/def2-TZVPD) on a single C5H9NO molecule.

XYZ file:
```
16
Properties=species:S:1:pos:R:3:forces:R:3
C 1.0542 -1.5803 1.0199 0.03 -0.04 0.00
C 0.7656 -0.2372 0.3340 -0.06 0.03 -0.06
C 0.5715 0.7960 1.3654 -0.20 0.85 0.77
N 0.4107 1.6060 2.1787 0.17 -0.93 -0.90
C -0.4636 -0.3646 -0.6019 -0.03 0.00 0.01
C -1.2136 0.9202 -0.9064 -0.19 -0.24 0.32
O -0.4387 1.6746 -1.8198 -0.03 0.32 -0.03
H 1.1854 -2.3607 0.2625 0.02 0.12 0.14
H 0.2085 -1.8580 1.6604 0.17 0.03 -0.13
H 1.9510 -1.5249 1.6429 -0.10 -0.05 -0.12
H 1.6353 0.0810 -0.2562 -0.18 -0.06 0.12
H -0.1127 -0.7778 -1.5554 -0.09 -0.04 0.18
H -1.1666 -1.0869 -0.1675 0.12 0.14 -0.01
H -1.3851 1.4826 0.0252 0.00 -0.10 -0.21
H -2.1988 0.6628 -1.3285 0.22 0.09 -0.01
H -0.8031 2.5671 -1.8532 0.15 -0.12 -0.06
```
Positions in Å, forces in eV/Å.

Output
orbital gap = 11.5 eV
DFT total energy = -325.89697 hartree
spin multiplicity = 1



ORCA calculation (wB97M-V/def2-TZVPD) on a molecular structure, C52H93AsF6N5NaO16S8.

XYZ file:
```
182
Properties=species:S:1:pos:R:3:forces:R:3
Na 2.7265 -1.8712 -1.2966 -0.01 -0.36 0.18
As 0.3750 0.3224 -0.1886 -1.20 -1.55 1.22
F 1.0869 -0.3439 -1.6947 -0.85 1.04 0.84
F -0.4643 1.6397 -0.9463 0.56 -0.65 0.04
F -0.5319 0.6684 1.4059 1.96 -0.10 -2.01
F 1.3024 -1.0222 0.6469 -1.15 1.44 -0.69
F 1.7808 1.3415 -0.0156 -0.89 -0.33 0.49
F -1.0697 -0.6794 -0.5467 1.12 0.22 0.21
C -0.9325 5.6886 -1.1189 1.56 0.44 0.05
C -0.7433 4.3173 -0.4487 -1.94 1.04 -0.82
C -1.0108 4.3291 1.0792 0.36 -2.53 -1.36
C -0.1799 5.2327 1.8153 -0.66 0.73 0.19
N 0.4569 5.9684 2.4169 0.55 0.27 0.24
H -1.1904 5.7002 -2.1779 0.35 -0.56 -0.08
H 0.1027 6.0118 -1.0094 -0.27 1.52 -0.34
H -1.6591 6.4037 -0.7331 0.20 -0.22 0.80
H 0.2473 3.9226 -0.6747 -0.05 0.11 0.15
H -1.4532 3.7550 -1.0552 -0.10 -1.05 1.04
H -0.6497 3.3507 1.3964 0.06 -0.35 0.24
H -2.0621 4.2254 1.3477 0.14 1.03 0.18
C -4.5458 3.4981 -0.1314 1.54 -1.04 -0.45
C -4.0766 2.0801 -0.6510 -1.35 1.51 -0.48
C -4.0923 1.0806 0.4906 1.26 0.42 -0.76
C -5.3614 0.6312 0.9729 -3.06 -1.16 0.80
N -6.3911 0.2541 1.3825 2.21 0.85 -0.89
H -5.2982 3.3801 0.6484 -0.35 0.08 -0.39
H -4.8428 4.1247 -0.9724 -0.29 0.06 0.28
H -3.6964 3.9726 0.3601 -0.07 0.18 -0.06
H -3.1065 2.0054 -1.1422 0.36 0.64 0.50
H -4.7157 1.8598 -1.5061 -0.47 -0.63 0.27
H -3.6127 1.6130 1.3120 0.36 -0.41 0.27
H -3.4579 0.2740 0.1232 -0.08 -0.47 0.70
C 2.8043 1.1312 4.1982 0.03 -0.39 0.65
C 3.9326 0.6304 5.1146 0.63 1.74 0.04
C 5.1290 1.5298 4.6978 -0.15 0.06 0.49
S 5.2851 1.2612 2.9454 -1.06 -1.72 0.31
O 5.7654 -0.1349 2.7452 -0.23 2.45 -0.26
O 5.8892 2.4448 2.3401 -0.47 -1.38 -0.06
C 3.3762 1.1573 2.7666 -0.33 -0.55 -0.27
H 2.4037 2.0539 4.6181 0.48 0.49 -0.44
H 1.9755 0.4490 4.3877 -0.19 -0.25 -0.93
H 4.1558 -0.4314 5.0102 0.03 0.11 -0.07
H 3.6658 0.8799 6.1415 0.09 -0.34 0.10
H 6.0324 1.5031 5.3072 0.26 -0.74 -0.49
H 4.8847 2.5917 4.7259 -0.57 0.07 0.13
H 3.0393 0.2180 2.3281 1.05 -0.60 0.00
H 2.9446 1.7873 1.9887 0.36 1.01 0.61
C -0.6832 -1.1689 -5.9778 -0.76 -1.40 0.88
C 0.1653 -2.3459 -6.5131 -1.38 -1.73 -0.69
C 0.8340 -3.0946 -5.3196 1.15 1.61 -0.70
S -0.1106 -2.8473 -3.7851 0.40 2.38 -4.78
O 0.8511 -2.7412 -2.7732 1.89 0.11 2.49
O -1.2042 -3.7224 -3.5872 -1.63 -1.25 0.01
C -0.6810 -1.2017 -4.4363 0.39 -0.07 1.61
H -1.6780 -1.4585 -6.3162 -0.21 0.88 0.01
H -0.3571 -0.2247 -6.4139 -0.20 -0.01 0.38
H 0.6795 -1.9686 -7.3971 1.51 -0.16 0.75
H -0.4733 -3.0370 -7.0633 -0.58 -0.17 0.37
H 1.6448 -2.3714 -5.2326 0.44 -0.09 1.22
H 1.3723 -4.0424 -5.3255 -0.72 -0.30 -0.62
H 0.0211 -0.5186 -3.9581 0.35 0.06 -0.29
H -1.5808 -1.0158 -3.8498 -0.53 0.11 -0.68
C -1.0268 3.1441 -3.7271 -0.82 0.87 0.99
C -0.5215 2.9462 -5.1317 0.08 1.66 -0.38
C -0.5856 4.3823 -5.8624 -1.55 -1.02 0.47
S -2.2081 5.1080 -5.1746 -1.20 0.13 0.37
O -3.3184 5.0360 -6.1745 2.40 0.12 1.88
O -1.9581 6.3665 -4.4302 -0.05 -1.48 -1.64
C -2.4334 3.8532 -3.7892 0.30 -0.15 -1.68
H -0.3465 3.7889 -3.1708 0.03 -0.08 0.23
H -1.0480 2.1506 -3.2793 -0.32 0.25 0.45
H -1.1832 2.1444 -5.4593 0.01 0.38 -1.28
H 0.5008 2.5684 -5.1148 0.04 0.05 -0.10
H -0.6302 4.3560 -6.9511 -0.37 -0.16 0.10
H 0.1705 5.1255 -5.6093 0.15 -0.42 0.52
H -3.2514 3.1995 -4.0921 0.36 -0.37 -0.34
H -2.8750 4.4384 -2.9825 0.85 0.06 0.33
C 7.8339 -4.6316 -0.1714 0.62 -0.44 -0.61
C 8.1604 -3.6426 0.9333 -0.69 2.36 -0.91
C 7.1554 -2.4243 0.7093 -0.52 -0.65 -0.12
S 6.8133 -2.2521 -1.1182 0.50 -1.57 -1.06
O 7.7324 -1.2551 -1.7217 -2.07 -0.81 0.97
O 5.3520 -2.3808 -1.4791 2.87 0.96 1.14
C 7.5299 -3.9047 -1.5263 -0.64 -0.25 0.51
H 7.0631 -5.3024 0.2079 -0.53 0.26 -0.52
H 8.6895 -5.2917 -0.3139 0.09 -0.02 -0.14
H 9.1611 -3.2200 0.8435 0.14 -0.23 -0.09
H 8.0623 -4.0573 1.9365 -0.23 0.08 -0.10
H 7.4429 -1.4496 1.1035 0.05 -0.16 -0.05
H 6.1733 -2.7009 1.0928 -0.06 0.14 0.22
H 8.3755 -3.7909 -2.2047 0.33 0.37 0.55
H 6.7903 -4.3985 -2.1565 -0.25 -0.11 0.39
C -1.0802 -2.9758 1.9998 1.13 0.98 2.11
C -1.8082 -3.4865 0.8818 -1.58 -3.01 -2.29
C -0.8184 -3.9174 -0.2109 -0.67 2.05 -1.00
S 0.6869 -4.4862 0.6236 0.35 3.23 -0.97
O 1.9184 -3.7574 0.1937 -1.73 -1.19 0.36
O 0.6642 -5.9065 0.5527 0.38 -1.24 0.41
C 0.1952 -3.7918 2.2532 -0.09 -0.65 -0.70
H -1.7971 -3.1030 2.8109 0.51 0.61 0.67
H -0.9185 -1.9267 1.7522 0.55 0.10 0.72
H -2.5798 -2.7617 0.6220 0.36 -0.05 -0.66
H -2.3752 -4.3898 1.1069 -0.18 -0.12 0.47
H -0.6982 -2.9757 -0.7465 1.14 0.00 -0.04
H -1.2084 -4.5609 -0.9994 0.25 -0.63 0.54
H 1.0809 -3.2810 2.6311 -0.30 -0.03 0.15
H -0.0642 -4.6944 2.8067 0.24 0.10 0.35
C -6.7710 -1.1466 -3.8869 0.44 1.09 1.16
C -6.8076 0.3955 -3.4989 -1.33 -1.93 1.59
C -6.3099 1.1898 -4.5952 0.96 0.96 -2.17
S -4.8157 0.2763 -5.2374 -0.35 0.95 0.83
O -3.6571 0.8823 -4.5168 -1.22 -1.45 -1.38
O -4.8776 0.1917 -6.7066 0.49 -0.07 2.07
C -5.3392 -1.3991 -4.4012 0.05 0.91 -1.55
H -7.6194 -1.3666 -4.5350 0.56 0.12 -0.79
H -6.9825 -1.8113 -3.0494 0.31 0.25 0.38
H -6.2364 0.6384 -2.6029 0.34 -0.52 0.08
H -7.7985 0.7625 -3.2313 -0.31 -0.41 -0.10
H -6.1543 2.2084 -4.2398 0.93 -0.01 -0.31
H -6.9558 1.3066 -5.4654 -0.23 -0.45 0.00
H -4.5501 -1.6308 -3.6859 -0.39 0.31 0.42
H -5.2632 -2.1553 -5.1825 -0.13 0.16 -0.14
C 3.8198 3.3949 -1.1800 -1.20 -1.13 0.78
C 5.3013 3.2816 -1.3655 -0.06 -0.52 -0.76
C 5.6621 1.8031 -1.6566 0.15 0.09 -1.40
S 4.2463 1.1668 -2.7023 -1.64 0.39 0.83
O 3.7542 0.0295 -1.9208 0.33 0.78 -0.69
O 4.3577 0.9816 -4.1413 0.69 0.27 1.10
C 3.1220 2.6368 -2.4063 1.19 1.22 1.52
H 3.5444 4.4340 -1.0003 -0.26 0.14 -0.89
H 3.6909 3.0203 -0.1646 -0.94 -0.89 -0.18
H 5.7287 3.7061 -0.4571 0.70 -0.13 -0.41
H 5.4520 3.8581 -2.2781 1.09 0.17 0.11
H 5.7934 1.0628 -0.8674 -0.61 0.41 0.38
H 6.5625 1.6591 -2.2537 0.02 0.35 -0.21
H 2.0616 2.3921 -2.3454 0.26 -0.55 0.46
H 3.1758 3.4009 -3.1818 0.44 -0.53 -0.64
C -1.8734 2.0671 7.5544 0.06 2.20 -0.88
C -0.3973 2.4640 7.3301 1.27 0.13 1.34
C -0.1224 3.4469 6.1189 -1.08 -2.13 0.29
S -1.7826 3.9078 5.5354 -1.41 -0.06 1.50
O -1.7926 3.8302 4.0882 -0.19 0.54 0.35
O -2.3239 5.0939 6.2776 1.41 -2.55 -1.65
C -2.6196 2.3193 6.1860 1.22 1.16 1.23
H -2.1287 2.8427 8.2765 -1.11 -0.11 -0.09
H -1.9806 1.1184 8.0804 -0.07 -0.14 -0.62
H 0.1572 1.5256 7.3307 0.46 0.06 -1.18
H 0.0174 2.8672 8.2540 -0.34 0.47 0.14
H 0.2388 2.6763 5.4378 -0.02 0.81 -0.98
H 0.5355 4.3160 6.1206 -0.10 -0.20 0.65
H -2.4093 1.5590 5.4338 -0.26 0.06 0.04
H -3.6735 2.5601 6.3257 0.10 -0.19 -0.30
N -3.8284 -4.6041 -2.2972 0.31 2.75 2.70
C -4.2041 -3.7507 -1.2202 -0.77 0.62 -1.01
C -5.1790 -4.3630 -0.4653 0.08 -1.44 -0.75
C -5.3057 -5.7033 -0.9726 1.81 1.23 -0.49
C -4.3747 -5.7688 -2.0228 -2.60 -3.33 -0.02
H -3.1275 -4.3312 -2.9713 0.10 -0.45 0.10
H -3.8349 -2.7380 -1.1528 0.02 -0.06 -0.25
H -5.8614 -4.0788 0.3221 0.62 0.80 0.15
H -5.8806 -6.4697 -0.4740 0.07 -0.16 -0.51
H -4.2469 -6.6418 -2.6457 0.30 0.12 -0.13
N -5.3114 -0.2068 4.2269 0.39 0.29 -2.09
C -4.0620 -0.6978 3.7869 -2.13 -0.25 1.60
C -3.3972 -1.0195 4.9555 -0.46 0.58 -0.01
C -4.2075 -0.5152 6.0590 2.38 -1.44 0.35
C -5.3619 -0.0750 5.5562 -1.16 0.07 0.24
H -6.0860 0.0143 3.6176 0.27 0.03 -0.16
H -3.9683 -0.9034 2.7308 0.38 -0.11 0.23
H -2.5491 -1.6855 5.0143 0.33 0.52 0.11
H -3.9217 -0.5129 7.1005 -0.09 -0.23 -0.04
H -6.2786 0.1670 6.0735 0.13 0.39 -0.14
N 5.4234 -5.5044 3.4458 -0.75 1.11 1.07
C 5.7274 -4.6888 4.5440 0.18 1.25 -1.44
C 4.9155 -3.5394 4.4416 1.83 -2.45 1.66
C 4.0069 -3.7925 3.4435 -0.85 0.66 -1.49
C 4.3087 -4.9834 2.7926 1.01 0.07 0.71
H 5.9617 -6.2781 3.0828 -0.22 0.05 0.47
H 6.6088 -4.7981 5.1586 -0.07 -0.41 -0.13
H 4.9536 -2.6890 5.1062 -0.03 -0.11 -0.08
H 3.3459 -2.9571 3.2658 -0.69 -0.65 -0.82
H 3.9200 -5.5864 1.9853 -0.35 0.54 -0.07
```
Positions in Å, forces in eV/Å.

Output
orbital gap = 8.2 eV
DFT total energy = -9697.40080 hartree
spin multiplicity = 1



no.,largest force on an atom (eV/Å)
1,1.3
2,5.4